Entry 1:
Formula: C50H56As2N4O10P2S3W
Source: OMol25
Level of theory: ωB97M-V with the def2-TZVPD basis set

Computed properties:
- E_LUMO (spin up / spin down) (eV) = -11.792 / -11.793
- largest force on an atom (Eh/bohr) = 0.034
- HOMO (spin up / spin down) (eV) = -17.47 / -17.47
- charge = +4
- orbital gap (spin up / spin down) (eV) = 5.68 / 5.68

Last column: Löwdin charge in e.
Positions of all 128 atoms, in Å:
W 0.3382 -0.7356 -0.3605  1.57
C -2.1307 2.7402 -1.7793  -0.12
C -0.9455 2.2035 -2.5249  -0.64
N -0.0092 1.3868 -2.0992  0.02
C 0.9533 1.2371 -3.0719  -0.36
C 0.7541 1.9386 -4.2160  -0.28
S -0.6912 2.8139 -4.0883  1.18
C 2.1107 0.3957 -2.8118  -0.37
C 3.0604 0.0807 -3.7200  -0.27
S 4.3143 -0.7748 -2.9613  1.23
C 3.5092 -0.7210 -1.4804  -0.59
N 2.3537 -0.0548 -1.5244  -0.05
C 4.1519 -1.4187 -0.3411  -0.05
H -2.6790 1.9709 -1.2344  0.03
H -2.8213 3.2135 -2.4760  0.10
H -1.7917 3.5056 -1.0751  0.05
H 1.3763 1.9934 -5.0913  0.10
H 3.0882 0.3175 -4.7688  0.10
H 5.1890 -1.6488 -0.5822  0.11
H 3.6420 -2.3612 -0.1283  0.10
H 4.1406 -0.7947 0.5413  0.04
C 1.4832 1.2799 3.7861  -0.21
C 0.5692 0.0219 3.6466  -0.31
P -0.5904 -0.1063 2.2604  0.95
C -1.9570 0.8585 2.9252  -0.48
C -2.4330 0.9665 4.1664  -0.02
C -3.5676 1.8756 4.4004  -0.03
C -3.9494 2.7681 3.4842  -0.03
C -3.2128 2.9317 2.1600  -0.19
C -2.5375 1.5905 1.7912  -0.52
C 1.4141 -2.0478 1.0949  -0.29
C 2.4294 -1.5464 1.9138  -0.27
C 3.2747 -2.3604 2.6512  -0.07
C 3.1642 -3.7380 2.5696  -0.01
C 2.1723 -4.2665 1.7610  -0.02
C 1.3212 -3.4492 1.0289  -0.08
C 1.4275 2.2826 2.6364  -0.37
P 2.1680 1.6133 1.0855  1.07
C 3.9426 1.7456 1.5929  -0.32
C 4.5069 3.0253 1.5092  -0.08
C 5.7594 3.2791 2.0448  -0.03
C 6.4780 2.2695 2.6680  -0.02
C 5.9346 0.9981 2.7500  -0.03
C 4.6773 0.7388 2.2220  -0.11
C 2.0003 2.9483 -0.1321  -0.41
C 1.1296 4.0201 0.0521  -0.13
C 1.0385 5.0272 -0.8986  -0.06
C 1.8206 4.9782 -2.0439  -0.04
C 2.7178 3.9307 -2.2192  -0.04
C 2.8091 2.9256 -1.2706  -0.11
H 2.5071 0.9265 3.9214  0.11
H 1.2193 1.7904 4.7112  0.12
H -0.1002 -0.0504 4.5060  0.08
H 1.1658 -0.8821 3.6365  0.07
H -2.0269 0.4197 5.0054  0.12
H -4.0779 1.8274 5.3534  0.14
H -4.7516 3.4647 3.6909  0.14
H -3.9333 3.1559 1.3707  0.16
H -3.3349 1.0182 1.3065  0.08
H 2.5555 -0.4827 2.0207  -0.01
H 4.0355 -1.9183 3.2834  0.12
H 3.8391 -4.3814 3.1168  0.13
H 2.0473 -5.3384 1.6853  0.13
H 0.5845 -3.9361 0.4277  0.08
H 2.0168 3.1706 2.8815  0.11
H 0.4012 2.5946 2.4617  -0.01
H 3.9849 3.8366 1.0226  0.11
H 6.1746 4.2745 1.9679  0.13
H 7.4556 2.4729 3.0826  0.13
H 6.4881 0.1991 3.2239  0.12
H 4.3064 -0.2665 2.3071  0.04
H 0.5340 4.0863 0.9577  0.07
H 0.3806 5.8718 -0.7385  0.11
H 1.7569 5.7686 -2.7791  0.13
H 3.3645 3.9116 -3.0858  0.13
H 3.5533 2.1481 -1.3974  0.11
C -1.3688 -4.5625 -3.5864  0.06
O -1.0004 -4.3070 -2.1940  0.07
C -1.5888 -3.4479 -1.4311  -0.52
O -1.0359 -3.1478 -0.3543  -0.12
C -2.8181 -2.6742 -1.6807  -0.21
C -3.9873 -3.0356 -2.2052  -0.21
As -5.5729 -1.8988 -2.7339  1.44
C -7.0007 -3.0389 -2.0839  -0.25
C -5.0900 -0.6979 -1.2275  -0.24
C -3.8688 -0.2015 -1.4733  -0.30
As -2.4323 -1.0940 -0.5116  1.29
C -3.1924 -1.8098 1.1279  -0.20
C -3.3648 0.0720 -2.8669  -0.64
O -2.2331 -0.2134 -3.1996  0.06
O -4.2521 0.7107 -3.5975  -0.06
C -3.9527 0.8780 -5.0112  0.03
C -5.7344 -0.8099 0.1147  -0.55
O -6.4164 -1.7347 0.4570  0.12
O -5.5203 0.2770 0.8805  -0.07
C -6.3000 0.2533 2.1099  0.01
C -4.2135 -4.3560 -2.9048  -0.60
O -4.3904 -4.3231 -4.0872  0.14
O -4.2251 -5.4914 -2.2195  0.02
C -4.3166 -5.5335 -0.7826  0.01
H -1.9865 -5.4545 -3.6233  0.11
H -0.4229 -4.7385 -4.0876  0.12
H -1.8777 -3.6979 -4.0018  0.11
H -7.1138 -3.8137 -2.8448  0.05
H -7.9088 -2.4357 -2.0755  0.05
H -6.8333 -3.4557 -1.0989  0.02
H -4.0587 -2.4127 0.8613  0.05
H -3.4877 -1.0437 1.8394  0.03
H -2.4292 -2.4538 1.5572  0.04
H -4.9165 0.9533 -5.5025  0.11
H -3.3901 0.0226 -5.3744  0.11
H -3.3849 1.7950 -5.1465  0.08
H -5.9682 1.1093 2.6852  0.07
H -6.1333 -0.6747 2.6509  0.11
H -7.3569 0.3429 1.8709  0.12
H -3.9880 -6.5285 -0.5010  0.11
H -5.3540 -5.3923 -0.4829  0.10
H -3.6793 -4.7862 -0.3139  0.08
O 0.1072 -1.3732 -2.0933  -0.29
O 1.0516 -2.1469 -1.3352  -0.26
N -2.3671 5.0693 1.3239  0.26
C -2.3135 4.1555 2.2655  -0.32
N -1.5385 4.2963 3.3143  0.27
S -1.0259 1.5762 0.7391  0.68
H -1.8773 5.9525 1.3932  0.16
H -3.0205 4.9758 0.5605  0.14
H -0.9832 5.1264 3.4770  0.16
H -1.6285 3.6435 4.0823  0.14

Atoms 1-3, force components in eV/Å:
W 1.282 0.063 1.170
C 0.020 -0.040 0.003
C -0.187 0.367 0.308



Entry 2:
Formula: C5H13N2O
Source: OMol25
Level of theory: ωB97M-V with the def2-TZVPD basis set

Computed properties:
- E_LUMO (spin up / spin down) (eV) = 0.960 / -1.817
- largest force on an atom (Eh/bohr) = 0.105
- HOMO (spin up / spin down) (eV) = -8.97 / -8.96
- charge = 0
- orbital gap (spin up / spin down) (eV) = 9.93 / 7.14
- 2S+1 = 2

Last column: Löwdin charge in e.
Positions of all 21 atoms, in Å:
N 2.5295 -0.3820 1.4436  0.05
C 0.9849 -0.5458 1.2123  -0.40
C 0.1715 0.6939 1.7122  -0.07
C 0.6863 -0.9310 -0.2173  -0.17
N -0.8516 -1.1022 -0.4835  -0.07
C -1.3559 -0.5437 -1.7389  -0.18
C -1.5723 1.0208 -1.5476  -0.32
O -0.6186 1.6413 -0.8860  0.01
H 2.7116 -0.1977 0.5484  -0.03
H 2.6873 0.4621 2.0591  0.09
H 0.6760 -1.2631 1.8745  0.08
H -0.6787 1.0045 1.0781  0.03
H -0.1572 0.4300 2.7938  0.11
H 0.7671 1.6660 1.5271  0.10
H 1.0827 -1.9904 -0.3801  0.13
H 1.0900 -0.2099 -0.9496  0.11
H -1.3103 -0.4978 0.2441  0.08
H -2.1700 -1.1747 -1.9761  0.09
H -0.6089 -0.6736 -2.5361  0.11
H -2.6022 1.2517 -1.2421  0.12
H -1.4614 1.3417 -2.5357  0.12

Atoms 1-3, force components in eV/Å:
N -3.491 -0.373 4.089
C 0.983 2.840 0.244
C 0.759 0.966 0.267



Entry 3:
Formula: C16H20N4O5
Source: OMol25
Level of theory: ωB97M-V with the def2-TZVPD basis set

Computed properties:
- E_LUMO (eV) = 0.354
- largest force on an atom (Eh/bohr) = 0.028
- structure (SMILES) = COc1ccccc1[C@H](c1c(N)n(C)c(=O)n(C)c1=O)[C@@H](C)[N+](=O)[O-]
- HOMO (eV) = -8.11
- charge = 0
- orbital gap (eV) = 8.46

Last column: Löwdin charge in e.
Positions of all 45 atoms, in Å:
C -0.7952 -3.4312 -1.1355  -0.07
O -0.7946 -2.0354 -0.9656  -0.08
C -1.7992 -1.4549 -0.2557  -0.21
C -2.8312 -2.1526 0.3562  -0.01
C -3.8085 -1.4730 1.0648  -0.08
C -3.7570 -0.0988 1.1722  -0.08
C -2.7269 0.6056 0.5642  -0.06
C -1.7418 -0.0493 -0.1613  -0.12
C -0.5814 0.6008 -0.8746  -0.15
C 0.7644 0.2789 -0.2638  -0.08
C 1.0452 0.2134 1.0779  -0.24
N 0.1050 0.3058 2.0571  0.20
N 2.3280 -0.0406 1.4940  0.03
C 2.6455 -0.1221 2.9055  -0.01
C 3.3837 -0.2253 0.6109  -0.44
O 4.5053 -0.4648 1.0049  0.08
N 3.0826 -0.1276 -0.7164  0.04
C 4.1911 -0.2907 -1.6398  0.00
C 1.8189 0.1531 -1.2331  -0.38
O 1.6600 0.2886 -2.4366  0.06
C -0.6600 2.1259 -1.1877  -0.21
C -1.9025 2.5290 -1.9615  -0.02
N -0.5029 2.8931 0.0517  -0.35
O -1.4709 3.4385 0.5381  0.07
O 0.6068 2.9047 0.5468  0.09
H -0.7066 -3.9534 -0.1774  0.10
H -1.6946 -3.7740 -1.6568  0.10
H 0.0794 -3.6488 -1.7463  0.10
H -2.8847 -3.2272 0.2852  0.10
H -4.6075 -2.0278 1.5327  0.10
H -4.5129 0.4363 1.7255  0.10
H -2.7164 1.6783 0.6762  0.10
H -0.5359 0.1389 -1.8711  0.15
H 0.3969 0.6341 2.9611  0.10
H -0.8236 0.5759 1.7724  0.08
H 2.0302 -0.8786 3.3938  0.10
H 2.5138 0.8472 3.3913  0.10
H 3.6948 -0.4071 2.9747  0.09
H 4.9397 0.4808 -1.4615  0.10
H 4.6521 -1.2666 -1.4913  0.10
H 3.7891 -0.2041 -2.6466  0.09
H 0.2368 2.3329 -1.7825  0.16
H -1.9276 3.6087 -2.0919  0.09
H -2.8138 2.2223 -1.4588  0.07
H -1.8734 2.0611 -2.9413  0.10

Atoms 1-3, force components in eV/Å:
C 0.013 -0.273 -0.043
O -0.209 0.351 0.081
C -0.070 0.133 0.091



Entry 4:
Formula: C17H36ClN4O2Rh
Source: OMol25
Level of theory: ωB97M-V with the def2-TZVPD basis set

Computed properties:
- E_LUMO (spin up / spin down) (eV) = 0.288 / -0.807
- largest force on an atom (Eh/bohr) = 0.025
- HOMO (spin up / spin down) (eV) = -6.60 / -7.75
- charge = 0
- orbital gap (spin up / spin down) (eV) = 6.89 / 6.94
- 2S+1 = 5

Last column: Löwdin charge in e.
Positions of all 61 atoms, in Å:
Rh 0.2586 0.5478 0.4453  1.12
C -0.3264 0.4179 3.6301  -0.18
C -1.7143 0.4242 2.9877  -0.20
N -1.6780 0.3854 1.5211  -0.15
C -2.7414 -0.4185 0.9042  -0.19
C -2.5273 -0.5436 -0.6092  -0.20
N -1.6301 -1.6571 -0.9240  -0.01
C 0.6082 -2.5490 -1.0114  -0.14
C 0.7935 -2.5696 0.5169  -0.18
C 2.1151 -1.9954 1.0297  -0.20
N 2.2157 -0.5247 0.8952  -0.13
C 2.8470 0.1777 2.0316  -0.19
C 2.4883 1.6602 2.0175  -0.23
N 1.0464 1.8770 2.1147  -0.16
C 0.4605 1.7218 3.4488  -0.19
H 0.2445 -0.4200 3.2153  0.09
H -0.4575 0.2428 4.7011  0.11
H -2.2572 1.3124 3.3275  0.13
H -2.2560 -0.4553 3.3430  0.12
H -1.7554 1.3692 1.1393  0.07
H -3.7241 0.0259 1.1054  0.12
H -2.7232 -1.4224 1.3345  0.11
H -2.1190 0.4037 -0.9672  0.09
H -3.4971 -0.6791 -1.0916  0.12
H -2.1077 -2.4061 -1.4038  0.11
H 1.5816 -2.4812 -1.5020  0.10
H 0.1597 -3.4937 -1.3245  0.11
H 0.7267 -3.5960 0.8820  0.12
H -0.0349 -2.0160 0.9721  0.08
H 2.9536 -2.4840 0.5245  0.12
H 2.1956 -2.2397 2.0901  0.11
H 2.7261 -0.2909 0.0482  0.13
H 3.9353 0.0657 2.0217  0.13
H 2.4728 -0.2751 2.9511  0.11
H 2.8137 2.1201 1.0809  0.09
H 3.0244 2.1548 2.8357  0.13
H 0.8769 2.8349 1.7462  -0.06
H -0.2169 2.5600 3.6264  0.13
H 1.2489 1.7695 4.2085  0.12
Cl 1.3904 4.6461 0.8224  -0.12
C -0.5309 4.3350 -1.1231  0.01
C -0.7563 3.0600 -0.5204  -0.78
O -1.6219 2.8896 0.3709  -0.06
O -0.0073 2.0673 -0.9561  -0.22
H 0.1632 4.4185 -1.9420  0.05
H -1.1386 5.1750 -0.8338  0.06
C 1.1333 -0.7516 -3.4617  -0.04
C -0.2689 -1.2046 -3.0359  -0.55
C -0.6474 -2.4857 -3.7853  -0.04
C -1.2441 -0.0941 -3.4457  -0.04
C -0.3137 -1.4160 -1.5010  -0.33
H 1.1388 -0.5360 -4.5311  0.09
H 1.8930 -1.5142 -3.2838  0.07
H 1.4125 0.1639 -2.9324  0.09
H -0.6586 -2.2844 -4.8574  0.09
H -1.6483 -2.8270 -3.5096  0.08
H 0.0614 -3.2948 -3.6019  0.08
H -1.1381 0.1080 -4.5132  0.09
H -1.0297 0.8304 -2.9058  0.08
H -2.2817 -0.3795 -3.2662  0.08
H 0.0663 -0.4593 -1.0497  0.06

Atoms 1-3, force components in eV/Å:
Rh 0.259 0.909 0.901
C -0.083 0.238 -0.112
C 0.269 -0.086 0.194